Entry 1:
Here is a 2-piece molecular cluster, C20H30O3S overall in a non-equilibrium geometry from the Open Molecules 2025 dataset. Energies are from the ωB97M-V functional and the def2-TZVPD basis.

```
54
Properties=species:S:1:pos:R:3:nbo_charge:R:1
C -0.0661 1.2385 2.5829 -0.418
C 0.9180 -0.0826 2.7901 -0.410
C -3.7812 -2.6599 -1.8573 -0.672
C -4.0548 0.7298 -1.0254 -0.398
H 6.3713 1.5075 2.6006 0.232
C -0.9663 -3.1264 -2.0776 0.507
C 2.1805 -0.5221 -1.1811 -0.452
C -4.4410 2.3559 -0.9621 -0.467
H -5.0998 0.1834 -1.1970 0.218
O -0.0847 0.8329 -3.3180 -0.541
H 7.6287 -0.9780 -0.1133 0.244
C 1.3555 -0.8029 1.3802 -0.438
H 6.7842 0.5724 -0.3551 0.232
C -0.4127 -0.1975 -2.5042 0.506
H -1.8891 1.5845 1.1379 0.214
H -3.7541 -3.8121 -2.1350 0.259
S 5.9654 -0.6294 1.5708 1.246
H -4.0372 -2.5986 -0.7007 0.237
H 0.4754 2.0695 1.9188 0.212
H 8.0324 0.4164 0.9199 0.229
H 1.8908 0.3102 3.3336 0.198
H 0.4219 -1.4402 1.0106 0.209
H 2.7197 0.9784 0.5848 0.222
C -3.1362 0.5453 -2.3718 -0.463
C 1.8266 0.3073 0.2264 -0.408
H 0.8544 0.9472 -0.0396 0.205
C 0.4758 -2.5571 -1.5456 -0.281
H -4.8574 2.6427 -2.0416 0.243
H -1.4408 -0.2762 1.4891 0.210
H 1.2785 -3.2371 -1.0260 0.263
H 0.4208 -0.8907 3.4896 0.213
O -1.1175 -4.3877 -2.5484 -0.538
H -2.3541 0.7222 2.8380 0.224
C -2.2576 -2.0935 -2.0788 -0.039
H -4.5966 -2.0778 -2.4639 0.235
O 4.8109 -1.1729 0.7832 -0.990
H -2.5755 1.5856 -2.5336 0.249
H -0.2629 1.6807 3.6489 0.212
H 5.1728 1.6309 1.2757 0.230
C -5.6196 2.6980 0.1252 -0.031
H -3.4482 2.9610 -0.8299 0.242
H 2.2657 -1.5620 1.5232 0.238
H 2.9565 -1.3982 -0.9641 0.258
C 7.2260 -0.0950 0.3885 -0.828
C 0.7378 -1.0806 -1.7396 -0.013
C 5.5107 1.0327 2.1250 -0.830
H -7.6184 3.0850 1.6997 0.285
H -3.8868 0.3048 -3.2644 0.239
C -1.5454 0.8074 1.9719 -0.654
C -6.6920 3.1005 0.9569 -0.311
H 2.5971 0.2090 -2.0267 0.242
C -2.0086 -0.6414 -2.2880 -0.049
H -3.5721 0.3356 -0.0346 0.237
H 4.6991 0.9449 2.8517 0.242
```

Values from the calculation:
E_tot (a.u.): -1403.4339
HOMO (eV): -9.26
2S+1: 1
Gap between HOMO and LUMO (eV): 7.95

Entry 2:
Here is one molecule with the formula C20H21N3O6S3 in a non-equilibrium geometry from the Open Molecules 2025 dataset. Energies are from the ωB97M-V functional and the def2-TZVPD basis.

```
53
Properties=species:S:1:pos:R:3:nbo_charge:R:1
H -0.8143 3.2208 1.2679 0.212
H 0.2330 -4.2168 -2.4828 0.203
C -3.3544 -0.0549 0.7399 -0.544
C 4.0197 -0.8332 0.3640 0.264
C -3.7727 -1.6623 2.5261 -0.385
H 1.5956 3.0934 1.2782 0.221
H -2.2730 -0.7703 3.7911 0.226
O -1.5169 -2.2879 0.1987 -0.614
N 5.1080 -0.0079 0.2949 -0.624
H -1.6567 -1.8058 -2.2780 0.229
H -1.3161 -4.0583 -3.3241 0.219
C -0.6649 -2.2582 -2.3642 -0.085
H 4.0690 3.1697 0.5915 0.207
H -4.1733 3.2288 -0.1809 0.251
O 3.0841 1.7941 -0.6115 -0.494
C 1.0574 2.5986 0.4848 -0.304
C -2.7996 -0.7710 2.8539 -0.256
H 5.9998 -0.4611 0.1276 0.421
H -0.1478 -1.8556 -3.2369 0.186
H 0.2734 -1.8387 1.9683 0.245
O -2.8250 -0.0295 -1.8128 -0.940
H -1.8162 0.9364 1.8760 0.233
N 2.8303 -0.5186 0.7313 -0.496
H 2.0851 -3.7085 0.1812 0.242
C -0.3270 2.6727 0.4763 -0.200
C -2.5551 0.1579 1.8208 -0.240
C -0.4090 -1.8862 -0.0479 0.818
N -2.4736 2.1708 -0.5799 -0.671
H -0.9540 0.9629 -2.3554 0.250
O 6.2597 1.9043 0.4299 -0.561
C -3.1407 3.2178 0.1598 -0.425
C 0.9835 1.3271 -1.5427 -0.229
H -4.1499 -2.4706 3.1200 0.240
O 0.1347 -1.8294 -1.2514 -0.510
C 2.5448 -2.7484 0.2916 -0.439
H -1.2800 -4.1576 -1.5607 0.226
H -2.6722 4.1748 -0.0670 0.215
H 1.5101 0.8109 -2.3286 0.230
C -1.0730 2.0768 -0.5363 0.089
S -4.4056 -1.3889 0.9557 0.533
H -3.1301 3.0497 1.2421 0.185
S -3.4138 0.8065 -0.8122 2.350
C -0.3906 1.4149 -1.5582 -0.203
S 4.2172 -2.5329 -0.0607 0.364
C 3.8594 2.0940 0.5265 -0.168
H 3.3599 1.7494 1.4410 0.221
C -0.7604 -3.7748 -2.4353 -0.637
C 0.5397 -1.3622 1.0219 -0.535
C 1.9764 -1.5761 0.6803 0.155
C 5.1843 1.3593 0.4130 0.676
O -4.7591 1.2460 -1.0218 -0.928
H 0.3713 -0.2873 1.1150 0.259
C 1.7284 1.9154 -0.5200 0.315
```

Values from the calculation:
E_tot (a.u.): -2584.9997
HOMO (eV): -8.38
2S+1: 1
SMILES string: CCOC(=O)Cc1csc(NC(=O)COc2ccc(N(C)S(=O)(=O)c3cccs3)cc2)n1
Gap between HOMO and LUMO (eV): 8.85
Energy above the lowest of the compared OMol25 structures with the same formula, charge and spin (kcal/mol): 7.3

Entry 3:
Here is a 2-piece molecular cluster, C4H5O2P overall in a non-equilibrium geometry from the Open Molecules 2025 dataset. Energies are from the ωB97M-V functional and the def2-TZVPD basis.

```
12
Properties=species:S:1:pos:R:3:nbo_charge:R:1
C -1.2574 0.4101 0.0265 -0.520
P 2.7592 -0.3147 -0.1279 0.407
H 4.0206 0.0931 -0.4271 -0.015
H -1.2319 1.4971 -0.0464 0.266
H 1.3266 -1.5484 0.0534 0.458
C -0.2078 -0.3478 0.0186 0.561
O 0.2740 -1.5329 -0.1734 -0.674
C -2.6179 -0.2462 -0.0304 0.389
C 1.8151 0.9940 0.1165 -0.722
H 1.5734 1.8722 0.7731 0.241
H -2.8617 -1.3128 0.1030 0.142
O -3.5924 0.4362 -0.2858 -0.532
```

Values from the calculation:
E_tot (a.u.): -647.0113
HOMO (spin up / spin down) (eV): -8.63 / -8.63
2S+1: 1
Gap between HOMO and LUMO (spin up / spin down) (eV): 7.97 / 7.97
Energy above the lowest of the compared OMol25 structures with the same formula, charge and spin (kcal/mol): 136.4

Entry 4:
Here is a 7-piece molecular cluster, C46H52N7O12 overall in a non-equilibrium geometry from the Open Molecules 2025 dataset. Energies are from the ωB97M-V functional and the def2-TZVPD basis.

```
117
Properties=species:S:1:pos:R:3:lowdin_charge:R:1
C -0.5459 -2.5066 -3.2697 0.007
H 1.9752 -10.8205 -1.3344 0.118
H 6.8118 2.8668 -1.1935 0.105
H 0.4195 -4.4860 -0.6995 0.114
O -1.4844 3.7270 5.9703 0.075
H -1.7327 7.3155 -2.3641 0.115
H -2.5869 1.9392 7.1815 0.119
N 0.6837 -0.7068 -4.4064 -0.360
C 1.6859 -1.9327 -2.5259 -0.004
H -3.0954 6.7770 -6.4002 0.084
C 1.0460 5.4552 -2.2865 -0.098
H -2.0348 2.2399 2.2080 0.117
C -1.7455 1.7871 7.8426 0.000
C -6.6853 -6.3454 -1.1437 -0.060
N -0.5165 3.5753 6.6858 -0.345
C 0.4121 1.3867 9.5574 -0.062
O -0.0120 -1.0709 2.4337 0.087
O 4.3687 0.8058 3.4542 0.080
H 8.4705 3.8369 0.3603 0.110
C -0.7301 0.6037 9.6741 -0.066
H 2.5787 -1.3292 -2.6074 0.115
C 0.4840 2.3689 8.5808 -0.001
C -2.7231 7.0206 -4.2942 -0.412
C -0.2370 -8.4812 -0.2929 -0.071
C 5.5656 1.7264 1.7297 -0.145
H -3.8858 -7.3088 -3.6304 0.120
H -1.1601 4.4293 2.9115 0.109
H 1.2456 5.4931 -4.3936 0.181
H 0.8721 -8.7588 -2.1096 0.109
N 1.6628 -12.0028 1.0560 -0.363
C -0.2099 1.1967 2.6911 -0.146
H -7.4727 -6.0766 -0.4526 0.111
C 7.6544 3.2386 0.7457 -0.067
H 0.9517 6.5482 -2.1919 0.134
C -0.2062 3.1853 -2.2069 -0.119
O -0.2783 -0.5425 -5.1219 0.086
H -2.0465 8.1613 -6.0365 0.076
C -0.5958 2.5563 7.7295 -0.148
H 4.9481 1.5106 -0.3235 0.112
H -0.5724 7.1345 -3.7068 0.100
O 2.4650 -12.5296 0.3171 0.080
H 2.6397 5.5209 -3.5496 0.182
C 1.5733 2.5332 3.5634 -0.063
H 2.6982 3.3017 -3.0123 0.141
H 1.7228 0.4216 3.2506 0.102
H -0.0465 3.0355 -4.4151 0.119
C 6.7208 2.6947 -0.1290 -0.071
C -4.6653 -7.0395 -2.9317 0.001
H 2.2613 3.4244 -4.7212 0.143
H -8.0407 -6.9651 -2.6870 0.110
C 1.2785 -10.3084 -0.6858 -0.002
C -0.6070 -3.4975 -2.3021 -0.048
N 4.4487 0.9428 2.2533 -0.347
O 1.7154 -0.0642 -4.4976 0.035
C -0.5190 -8.9787 0.9740 -0.058
N 1.7086 5.1015 -3.5717 0.063
C -1.0248 2.3155 2.5860 -0.008
O 0.5144 4.2094 6.5915 0.070
C 6.4955 2.2580 2.6116 0.007
H -2.3881 4.8671 -2.7086 0.129
O -2.7213 -6.0176 -0.1536 0.080
O -1.8655 -0.1577 1.8622 0.071
H -1.2168 -8.4580 1.6169 0.108
H -3.3704 6.1265 -4.2062 0.120
H -3.6197 8.4738 -2.8413 0.073
C -0.3266 4.7641 -2.0932 -0.281
H -3.1418 9.1331 -4.4390 0.077
H -1.4932 -4.1098 -2.2108 0.093
C 0.5721 2.8463 -3.5215 -0.148
C 0.7626 3.6589 3.4700 -0.086
H -0.7801 -0.1672 10.4329 0.110
H -6.2469 -7.5731 -4.2737 0.111
C 0.9942 -10.7914 0.5837 -0.149
H 1.2478 1.2287 10.2258 0.110
N -2.9613 -6.4159 -1.2729 -0.349
C 0.6047 -1.7358 -3.3751 -0.154
C -3.5851 8.2635 -3.9203 -0.069
C -1.8079 0.8053 8.8202 -0.062
H -1.2242 2.7706 -2.2050 0.125
H 2.5818 2.6212 3.9457 0.101
O 1.3792 -12.4095 2.1612 0.081
O 3.6605 0.4757 1.4596 0.077
H 1.1403 4.6235 3.7845 0.107
H 1.3761 2.9727 8.4930 0.119
C -5.3579 -6.1971 -0.7708 0.002
C -1.5358 6.7617 -3.2960 -0.174
N -0.7345 -0.1098 2.2992 -0.362
C 0.6571 -9.1473 -1.1227 -0.059
H -0.7140 -7.5717 -0.6339 0.063
C 1.0881 1.2926 3.1725 -0.005
H -1.4058 6.4327 -6.0059 0.064
C 0.4708 -3.7076 -1.4506 -0.043
H -0.6501 4.9703 -1.0604 0.149
C -7.0032 -6.8433 -2.4019 -0.064
H -0.1273 -10.5229 2.4039 0.119
C 5.6705 1.9325 0.3612 -0.010
C -0.5326 3.5508 2.9803 -0.084
H -4.6144 8.0929 -4.2778 0.083
C 1.8980 3.6189 -3.6964 -0.107
H 6.4140 2.0912 3.6765 0.123
H 2.4491 -3.0899 -0.8930 0.112
C 1.6138 -2.9244 -1.5600 -0.052
C -5.9953 -7.1870 -3.2951 -0.060
H -1.3879 -2.3483 -3.9287 0.120
H 8.2744 3.4391 2.7903 0.113
C 0.0959 -10.1408 1.4178 -0.001
C -2.2440 7.1095 -5.7801 -0.072
C -1.4181 5.2220 -3.1035 -0.173
H -1.2964 4.7461 -4.0935 0.111
H 0.8494 1.7710 -3.5017 0.097
C -4.3602 -6.5503 -1.6688 -0.145
H -5.1166 -5.8124 0.2102 0.121
O -2.1076 -6.7142 -2.0845 0.051
H 1.7033 5.0751 -1.4831 0.146
H -2.6958 0.1948 8.9151 0.110
C 7.5443 3.0173 2.1129 -0.056
H 0.3803 2.8599 -1.3303 0.119
```

Values from the calculation:
E_tot (a.u.): -3069.4598
HOMO (eV): -10.90
2S+1: 1
Net charge: +1
Gap between HOMO and LUMO (eV): 7.96